Entry 1:
38
Properties=species:S:1:pos:R:3:nbo_charge:R:1 method="wB97M-V/def2-TZVPD" total_charge=+2
Pt 0.2365 0.8636 0.5898 0.928
N 2.9785 -0.3987 3.5675 -0.661
C 2.1715 0.1292 2.6810 0.245
S 0.4927 -0.0818 2.6546 0.073
N 2.8147 0.9607 1.7589 -0.191
N 2.0324 1.4538 0.8905 -0.113
C 2.7149 2.2964 -0.0123 0.055
C 2.2310 2.8544 -1.1412 -0.078
C 3.1629 3.6387 -1.9364 -0.169
C 2.7628 4.2334 -3.0668 -0.163
C 1.3865 4.1264 -3.5172 -0.053
C 0.4542 3.4392 -2.8290 -0.294
C 0.8145 2.7542 -1.6239 0.528
O -0.0684 2.1530 -0.9801 -0.556
H 2.6282 -0.9767 4.3183 0.442
H 3.9569 -0.1403 3.5740 0.446
H 3.7494 2.4425 0.2727 0.252
H 4.1837 3.7240 -1.5889 0.245
H 3.4587 4.8120 -3.6581 0.258
H 1.1099 4.6273 -4.4363 0.254
H -0.5755 3.3676 -3.1490 0.264
O -3.6067 -0.4219 0.4550 -0.583
C -2.4721 -0.6927 0.1232 0.792
O -1.5157 0.1683 0.0098 -0.771
C -2.1713 -2.1392 -0.3146 -0.162
N -3.4974 -2.8604 -0.2177 -0.522
C -3.3333 -4.0397 0.7046 -0.220
C -2.1942 -3.5990 1.6061 -0.427
C -1.2398 -2.9164 0.6222 -0.415
H -1.8398 -2.1294 -1.3509 0.252
H -3.8804 -3.1186 -1.1249 0.444
H -4.1214 -2.1288 0.1864 0.472
H -3.0467 -4.8955 0.0957 0.226
H -4.2792 -4.2464 1.1973 0.249
H -1.7423 -4.4463 2.1159 0.258
H -2.5523 -2.8971 2.3617 0.226
H -0.6788 -3.6615 0.0579 0.235
H -0.5250 -2.2543 1.1043 0.234

---

Entry 2:
35
Properties=species:S:1:pos:R:3:nbo_charge:R:1 method="wB97M-V/def2-TZVPD" de_lowest_kcal_mol=5.2 smiles="Cn1c(SCC(=O)N2CCCC2)nc2cccnc21" total_charge=0
C -2.0681 2.6031 -0.3674 -0.418
N -2.1854 1.2635 -0.8651 -0.368
C -1.1816 0.3667 -1.0978 0.248
N -1.5798 -0.7845 -1.5641 -0.498
C -2.9430 -0.6781 -1.6458 0.071
C -3.9325 -1.5597 -2.0545 -0.166
C -5.2323 -1.0838 -1.9982 -0.278
C -5.4982 0.2103 -1.5524 0.028
N -4.5749 1.0737 -1.1563 -0.443
C -3.3388 0.6124 -1.2112 0.309
H -6.5137 0.5789 -1.5095 0.192
H -6.0536 -1.7151 -2.2998 0.219
H -3.6968 -2.5561 -2.3932 0.227
S 0.4726 0.8022 -0.8006 0.252
C 1.2467 -0.8456 -0.9417 -0.617
H 0.4867 -1.4848 -1.3915 0.302
C 1.6116 -1.3784 0.4354 0.668
O 0.9822 -2.2759 0.9601 -0.612
N 2.6651 -0.7944 1.0332 -0.435
C 3.4657 0.3065 0.5327 -0.217
C 4.5251 0.5219 1.6152 -0.406
H 5.3966 -0.1024 1.4153 0.205
C 3.8252 0.0430 2.8855 -0.409
C 3.0461 -1.1670 2.3861 -0.213
H 3.6759 -2.0637 2.3602 0.191
H 2.1515 -1.3948 2.9677 0.230
H 3.1387 0.8089 3.2475 0.204
H 4.5213 -0.2106 3.6814 0.220
H 4.8458 1.5597 1.6722 0.219
H 2.8446 1.2009 0.4059 0.195
H 3.9162 0.0615 -0.4333 0.200
H 2.1146 -0.7449 -1.5912 0.233
H -1.5464 2.6054 0.5915 0.214
H -1.5112 3.2252 -1.0714 0.208
H -3.0756 2.9958 -0.2448 0.245

---

Entry 3:
32
Properties=species:S:1:pos:R:3:nbo_charge:R:1 method="wB97M-V/def2-TZVPD" de_lowest_kcal_mol=0.0 smiles="CCCc1ccc(C(=O)CCC(=O)O)cc1" total_charge=0
C 6.5810 0.4345 -0.2288 -0.598
C 5.0930 0.7446 -0.1138 -0.394
H 4.8117 1.4349 -0.9115 0.198
H 4.8996 1.2313 0.8447 0.200
C 4.2602 -0.5303 -0.2161 -0.427
C 2.7752 -0.3654 -0.0455 0.016
C 1.9857 -1.5118 0.0403 -0.222
C 0.6196 -1.4234 0.1848 -0.134
C -0.0136 -0.1797 0.2541 -0.187
C 0.7724 0.9672 0.1684 -0.184
C 2.1438 0.8711 0.0194 -0.178
H 2.7221 1.7791 -0.0476 0.206
H 0.3223 1.9469 0.2089 0.213
C -1.4846 -0.1597 0.4058 0.598
O -2.1416 -1.1787 0.3993 -0.551
C -2.1517 1.1959 0.5629 -0.511
H -1.7050 1.7388 1.3966 0.232
H -1.9847 1.7593 -0.3580 0.249
C -3.6515 1.0127 0.7775 -0.508
C -4.2421 0.2640 -0.3965 0.816
O -3.9116 0.4080 -1.5431 -0.613
O -5.2277 -0.5547 -0.0226 -0.681
H -5.5665 -1.0464 -0.7870 0.496
H -4.1458 1.9838 0.8457 0.238
H -3.8554 0.4453 1.6848 0.238
H 0.0091 -2.3118 0.2482 0.234
H 2.4580 -2.4827 -0.0100 0.211
H 4.4390 -0.9922 -1.1929 0.217
H 4.6118 -1.2432 0.5362 0.213
H 6.8002 -0.0404 -1.1828 0.202
H 6.8958 -0.2366 0.5676 0.202
H 7.1677 1.3473 -0.1584 0.211

---

Entry 4:
40
Properties=species:S:1:pos:R:3:nbo_charge:R:1 method="wB97M-V/def2-TZVPD" de_lowest_kcal_mol=12.3 multiplicity=3 total_charge=+1
Au 1.5643 -0.4537 0.7621 1.028
N 5.2289 -0.9934 3.1741 -0.746
C 4.2115 -0.9427 2.3180 0.306
S 2.8140 -0.0674 2.8535 -0.242
N 4.3478 -1.5527 1.1623 -0.413
N 3.3685 -1.5097 0.3029 -0.222
C 3.4196 -2.1027 -0.8469 0.015
C 2.3115 -2.0162 -1.7464 0.156
C 2.3487 -2.5917 -3.0242 -0.204
C 1.2402 -2.4883 -3.8385 -0.129
C 0.1121 -1.8235 -3.3655 -0.242
C 0.1540 -1.2751 -2.0960 0.076
N 1.2165 -1.3632 -1.3158 -0.507
H 5.1449 -0.5580 4.0773 0.419
H 6.0842 -1.4598 2.9177 0.421
H 4.3016 -2.6640 -1.1340 0.223
H 3.2394 -3.1045 -3.3472 0.239
H 1.2444 -2.9210 -4.8260 0.241
H -0.7779 -1.7336 -3.9657 0.239
H -0.6928 -0.7492 -1.6794 0.195
Cl -1.5774 2.2977 3.7626 0.030
C -0.0667 1.5977 3.7552 -0.408
H 0.0383 0.5962 4.1193 0.192
H 0.7705 2.1853 3.4386 0.194
N -0.1918 0.6067 1.0108 -0.563
C -1.2248 0.7260 0.4924 0.603
N -2.3671 0.8665 -0.0704 -0.452
C -2.5124 1.6429 -1.2970 -0.238
C -3.3553 2.8901 -0.9908 -0.082
O -4.5835 2.5245 -0.4151 -0.501
C -4.4077 1.8592 0.8119 -0.085
C -3.6111 0.5588 0.6250 -0.237
H -3.0319 1.0220 -2.0360 0.216
H -1.5249 1.9140 -1.6764 0.227
H -3.5882 3.4274 -1.9105 0.219
H -2.7927 3.5578 -0.3209 0.178
H -5.4066 1.6413 1.1894 0.220
H -3.8859 2.5052 1.5333 0.180
H -4.1815 -0.1463 0.0097 0.217
H -3.3805 0.0971 1.5865 0.236

---

Entry 5:
38
Properties=species:S:1:pos:R:3:nbo_charge:R:1 method="wB97M-V/def2-TZVPD" smiles="CCP(CC)c1ccc2c(c1S)C(=O)N(CB(O)O)C2=O" total_charge=0
C 2.4392 -1.2268 1.8438 -0.604
C 3.5219 -0.4644 1.0818 -0.686
P 2.9438 0.1057 -0.5831 0.761
C 3.3029 1.8946 -0.7697 -0.711
C 4.7145 2.1342 -1.2986 -0.600
C 1.1721 -0.2755 -0.7907 -0.332
C 0.9110 -1.5484 -1.3157 -0.165
C -0.3775 -2.0338 -1.5250 -0.178
C -1.4406 -1.2167 -1.2099 -0.116
C -1.2122 0.0567 -0.7157 -0.116
C 0.0674 0.5506 -0.4796 -0.132
S 0.3516 2.1461 0.2033 0.039
C -2.5567 0.6779 -0.5117 0.684
O -2.8238 1.7985 -0.1511 -0.589
N -3.5055 -0.2757 -0.8500 -0.455
C -4.7951 -0.3151 -0.1476 -0.579
B -4.5623 -0.3643 1.4342 1.122
O -4.0918 -1.4948 2.0100 -0.869
O -4.8250 0.7682 2.1925 -0.936
C -2.8999 -1.4597 -1.2950 0.684
O -3.4745 -2.4363 -1.6496 -0.523
H 2.8409 -1.6854 2.7420 0.214
H 2.0526 -2.0387 1.2326 0.205
H 1.5892 -0.5890 2.0681 0.209
H 3.9421 0.3411 1.6802 0.224
H 4.3235 -1.1663 0.8789 0.226
H 3.2172 2.3903 0.1984 0.218
H 2.5627 2.3806 -1.3963 0.240
H 4.9250 3.1976 -1.2053 0.210
H 4.8090 1.8666 -2.3445 0.214
H 5.4460 1.6254 -0.6773 0.205
H 1.7548 -2.1715 -1.5706 0.231
H -0.5302 -3.0268 -1.9204 0.235
H -0.8649 2.4109 0.6893 0.169
H -5.3431 -1.1927 -0.4749 0.255
H -5.3944 0.5546 -0.3871 0.235
H -4.0429 -1.3571 2.9649 0.498
H -4.1470 1.4390 2.0496 0.513

---

Entry 6:
40
Properties=species:S:1:pos:R:3:nbo_charge:R:1 method="wB97M-V/def2-TZVPD" de_lowest_kcal_mol=0.0 total_charge=0
Pd 0.4963 0.1358 -0.2362 0.297
O 2.6225 -4.4598 1.4219 -0.731
C 1.4362 -4.8375 0.7389 -0.046
C 0.7326 -3.5801 0.1791 -0.141
C -0.3742 -4.1383 -0.7096 -0.053
O -1.2450 -3.1051 -1.0868 -0.713
C 1.8265 -2.8471 -0.6012 -0.505
Se 1.6292 -1.4316 -1.9848 0.126
C 0.2299 -2.8104 1.4089 -0.580
Se -0.7500 -1.1079 1.3598 -0.060
H 3.0303 -5.2461 1.7944 0.478
H 0.7449 -5.3496 1.4161 0.173
H 1.6694 -5.5145 -0.0928 0.164
H -0.9139 -4.9173 -0.1529 0.162
H 0.0887 -4.6150 -1.5827 0.165
H -1.6642 -3.2982 -1.9290 0.483
H 2.4059 -3.5765 -1.1687 0.221
H 2.5031 -2.3646 0.0969 0.241
H 1.0774 -2.6754 2.0789 0.226
H -0.4873 -3.4494 1.9327 0.223
C 1.8548 1.0453 2.3999 -0.270
O 0.8122 1.9415 2.0129 -0.514
C 0.0374 1.6469 0.9594 0.683
O -0.7899 2.4120 0.5688 -0.563
H 2.3203 1.5094 3.2647 0.202
H 2.5914 0.9369 1.6021 0.179
H 1.4463 0.0719 2.6654 0.207
O 0.0852 0.6499 -3.0278 -0.679
B -0.1572 -0.5669 -2.3808 0.800
O -1.4539 -0.9967 -2.5526 -0.653
C -2.0668 0.0175 -3.2633 0.218
C -3.3816 0.1106 -3.6526 -0.232
C -3.7351 1.2549 -4.3664 -0.214
C -2.8050 2.2463 -4.6603 -0.211
C -1.4754 2.1421 -4.2542 -0.257
C -1.1413 1.0072 -3.5557 0.278
H -4.0991 -0.6601 -3.4077 0.228
H -4.7596 1.3769 -4.6916 0.218
H -3.1212 3.1234 -5.2086 0.218
H -0.7449 2.9103 -4.4646 0.231

---

For reference, max |F| by record: 0.7, 1.1, 0.7, 2.0, 1.9, 0.5 eV/A.
For reference, DFT total energy by record: -1466.656783, -1197.467887, -730.725660, -1903.089209, -1625.806543, -5912.654104 Eh.